Record 1
DFT (wB97M-V/def2-TZVPD) results for a structure of composition C37H31Br2N3O5PPb.

Its charge is +1. The calculation puts the orbital gap at 4.4 eV.

```
80
Properties=species:S:1:pos:R:3:mulliken_charge:R:1
Pb 0.559 -0.278 -0.310 1.187
O -1.541 2.446 0.929 -0.133
C -2.565 2.061 1.177 0.352
C -3.826 1.577 1.521 0.754
C -4.675 2.425 2.262 -0.936
C -5.903 1.940 2.635 -0.687
C -6.270 0.644 2.266 -0.672
C -5.420 -0.183 1.540 -0.697
C -4.172 0.260 1.131 0.288
P -2.894 -0.772 0.294 0.494
C -3.721 -2.385 0.203 0.282
C -3.543 -3.241 1.290 -0.308
C -4.178 -4.473 1.320 -0.763
C -4.976 -4.864 0.254 -0.484
C -5.137 -4.026 -0.842 -0.832
C -4.513 -2.788 -0.871 0.035
C -2.932 -0.151 -1.418 0.590
C -3.622 0.975 -1.856 -0.358
C -3.518 1.385 -3.181 -0.778
C -2.726 0.677 -4.071 -0.776
C -2.036 -0.450 -3.643 -0.701
C -2.135 -0.860 -2.323 -0.358
H -4.351 3.421 2.535 0.527
H -6.574 2.556 3.215 0.439
H -7.246 0.273 2.550 0.448
H -5.733 -1.184 1.274 0.485
H -2.903 -2.942 2.113 0.390
H -4.045 -5.130 2.169 0.435
H -5.467 -5.828 0.272 0.418
H -5.753 -4.336 -1.676 0.442
H -4.644 -2.138 -1.728 0.445
H -4.261 1.534 -1.183 0.471
H -4.061 2.258 -3.515 0.435
H -2.642 1.004 -5.098 0.405
H -1.416 -1.006 -4.333 0.471
H -1.610 -1.755 -2.002 0.680
C 1.831 -1.527 2.826 -1.159
C 2.816 -0.562 2.235 0.939
C 4.047 -0.317 2.874 -1.039
C 4.917 0.597 2.357 -0.753
C 4.579 1.324 1.196 0.905
C 5.386 2.321 0.603 -0.140
Br 7.092 2.726 1.316 -0.209
C 4.935 3.013 -0.482 -0.330
C 3.672 2.738 -1.031 -0.202
Br 3.066 3.766 -2.487 -0.149
C 2.844 1.748 -0.537 0.349
O 1.668 1.479 -1.041 -0.777
C 3.329 1.036 0.607 0.124
N 2.495 0.084 1.128 -0.149
H 2.286 -2.096 3.635 0.428
H 1.462 -2.221 2.073 0.082
H 0.979 -0.979 3.237 0.253
H 4.287 -0.861 3.777 0.440
H 5.866 0.787 2.841 0.351
H 5.546 3.787 -0.925 0.426
C -0.366 -4.961 -2.108 -0.907
C 0.953 -5.324 -1.431 -1.491
C 2.028 -4.232 -1.569 2.581
C 3.267 -4.599 -0.717 -1.389
C 4.342 -3.516 -0.677 -1.043
C 2.473 -4.167 -3.025 -0.014
O 2.835 -5.149 -3.626 -0.610
N 2.464 -2.928 -3.627 0.076
C 1.995 -1.733 -3.083 -0.168
O 1.972 -0.721 -3.740 -0.650
N 1.539 -1.792 -1.781 -0.034
C 1.491 -2.919 -1.059 0.477
O 1.002 -2.850 0.085 -0.987
H -1.077 -5.782 -2.030 0.527
H -0.221 -4.748 -3.170 0.296
H -0.821 -4.084 -1.638 -0.065
H 1.362 -6.229 -1.880 0.536
H 0.792 -5.506 -0.368 0.414
H 3.677 -5.516 -1.141 0.468
H 2.914 -4.815 0.292 0.441
H 4.737 -3.308 -1.674 0.299
H 5.175 -3.833 -0.051 0.477
H 3.956 -2.578 -0.269 0.114
H 2.779 -2.882 -4.586 0.272
```


Record 2
DFT (wB97M-V/def2-TZVPD) results for the molecule C9H16BN3O2.

As for the relative energy (zero: lowest compared OMol25 entry of this formula, charge and spin): 5.963 eV. Its charge is 0. The calculation puts the orbital gap (spin up / spin down) at 8.3 / 6.3 eV.

```
31
Properties=species:S:1:pos:R:3:nbo_charge:R:1
B 0.628 1.148 -0.031 0.960
C 3.227 1.913 0.186 -0.091
C 3.911 -0.424 -0.045 0.152
C 1.926 1.739 0.041 -0.147
C -1.073 -0.407 0.368 0.217
C -1.615 0.861 -0.397 0.258
C -1.521 -0.332 1.833 -0.651
C -1.338 -1.854 -0.014 -0.619
C -2.916 1.448 0.130 -0.631
C -1.676 0.811 -1.969 -0.648
N 4.105 0.895 0.104 -0.389
N 2.826 -1.110 -0.060 -0.183
N 2.997 -2.433 -0.377 -0.595
O 0.338 -0.170 0.369 -0.676
O -0.528 1.900 -0.172 -0.687
H 3.747 2.881 0.110 0.205
H 4.894 -0.886 -0.239 0.140
H -2.539 -0.610 2.068 0.212
H -1.475 0.675 2.365 0.224
H -0.935 -1.045 2.551 0.224
H -0.635 -2.459 0.576 0.222
H -1.139 -2.126 -1.123 0.216
H -2.333 -2.083 0.298 0.216
H -3.235 2.185 -0.548 0.217
H -2.768 1.874 1.119 0.228
H -3.774 0.713 0.111 0.214
H -0.869 0.150 -2.383 0.220
H -1.477 1.821 -2.377 0.233
H -2.698 0.668 -2.315 0.215
H 3.850 -2.817 0.053 0.360
H 2.097 -2.924 -0.231 0.385
```


Record 3
DFT (wB97M-V/def2-TZVPD) results for a structure of composition C25H40FNO4PdSSi.

As for the relative energy (zero: lowest compared OMol25 entry of this formula, charge and spin): 0.000 eV. Its charge is -2. The calculation puts the orbital gap at 4.4 eV.

```
74
Properties=species:S:1:pos:R:3:mulliken_charge:R:1
Pd -1.729 1.677 0.382 -0.421
C 2.681 -1.133 2.551 -1.584
C 1.432 -0.249 2.511 1.954
C 1.772 1.175 2.058 -1.109
C 0.773 -0.210 3.886 -1.864
O 0.457 -0.807 1.637 0.747
Si 0.429 -1.200 0.036 0.005
S -1.246 -0.434 -0.853 -0.716
O 1.950 -0.769 -0.487 0.729
C 2.640 -0.990 -1.707 1.588
C 3.185 -2.427 -1.736 -1.689
C 3.808 -0.005 -1.692 -1.602
C 1.740 -0.733 -2.913 -1.360
O 0.545 -2.873 -0.050 -0.404
C -0.427 -3.869 0.223 1.834
C 0.366 -5.144 0.523 -1.927
C -1.294 -3.505 1.424 -1.308
C -1.296 -4.081 -1.022 -1.596
H 3.418 -0.727 3.251 0.463
H 3.124 -1.191 1.556 0.014
H 2.409 -2.142 2.875 0.309
H 2.401 1.680 2.798 0.533
H 0.846 1.738 1.930 0.099
H 2.292 1.150 1.102 -0.020
H 1.445 0.222 4.632 0.397
H 0.502 -1.223 4.194 0.387
H -0.141 0.382 3.829 0.342
H 3.855 -2.591 -0.886 0.289
H 3.743 -2.608 -2.661 0.446
H 2.361 -3.133 -1.663 0.175
H 4.423 -0.180 -0.805 0.308
H 3.419 1.012 -1.656 0.099
H 4.431 -0.120 -2.583 0.444
H 0.925 -1.459 -2.944 0.197
H 2.321 -0.809 -3.837 0.475
H 1.296 0.262 -2.849 0.178
H 0.991 -4.988 1.407 0.377
H 1.016 -5.386 -0.321 0.343
H -0.304 -5.989 0.706 0.400
H -0.668 -3.324 2.301 0.159
H -1.992 -4.318 1.647 0.548
H -1.864 -2.594 1.233 0.084
H -0.666 -4.360 -1.871 0.311
H -1.812 -3.150 -1.261 0.231
H -2.030 -4.876 -0.852 0.442
O -2.211 -0.409 2.628 -0.341
C -3.467 -0.088 2.088 -0.584
C -3.529 1.234 1.364 1.240
C -4.628 1.396 0.437 -0.921
C -5.201 2.619 0.238 -0.341
C -4.686 3.756 0.927 -0.452
C -3.583 3.580 1.714 -0.378
N -3.007 2.382 1.980 -0.565
H -1.536 -0.222 1.922 -0.154
H -4.180 -0.114 2.922 0.295
H -3.780 -0.853 1.361 0.245
H -4.987 0.521 -0.094 0.280
H -6.024 2.730 -0.461 0.330
H -5.107 4.744 0.780 0.341
H -3.093 4.430 2.184 0.322
F 1.871 3.350 -5.381 -0.404
C 1.297 3.370 -4.123 0.623
C -0.063 3.590 -3.998 -0.640
C -0.629 3.623 -2.739 -0.394
C 0.127 3.433 -1.549 1.369
C -0.485 3.507 -0.258 -2.626
C 1.511 3.183 -1.751 -0.044
C 2.088 3.164 -3.011 -0.693
H -0.669 3.731 -4.886 0.386
H -1.698 3.781 -2.643 0.289
H -1.352 4.171 -0.229 0.628
H 0.210 3.698 0.559 0.430
H 2.137 3.011 -0.880 0.117
H 3.148 2.981 -3.140 0.336
```